Entry from the OMol25 dataset: a single C3H3NO2S molecule at a distorted geometry (wB97M-V/def2-TZVPD).

Element x y z (Å)
C -0.61640 -0.68314 0.38237
C 0.94967 0.35925 -0.92338
C 0.57616 1.29747 0.19857
N -0.39844 0.61158 0.86478
O -2.70273 -1.55182 1.81979
O 0.32307 -0.91977 -0.65265
S -1.73101 -2.05418 0.81097
H 0.68085 0.65682 -1.95187
H 1.92254 0.04930 -1.13877
H 0.99628 2.23449 0.59018

- Multiplicity: 1
- Frontier orbital gap (alpha / beta): 7.80 / 6.61 eV
- Calculated total energy: -19576.2847 eV
- Energy above the lowest of the compared OMol25 structures with the same formula, charge and spin: 433.37 kJ/mol
- Max |F|: 5.4 eV/Å
- Highest occupied orbital energy (alpha / beta): -0.3196 / -0.2921 Ha